1.
{
  "formula": "C53H83ClF7NO25P",
  "method": "wB97M-V/def2-TZVPD",
  "total_charge": -1,
  "gap_ev": 9.0225,
  "e_tot_ha": -5505.83576,
  "e_above_lowest_kcal_mol": 0.00,
  "e_homo_ev": -7.20,
  "species": ["C", "C", "C", "N", "C", "C", "C", "C", "C", "H", "H", "H", "H", "H", "H", "H", "H", "H", "H", "H", "H", "H", "H", "H", "H", "H", "H", "P", "F", "F", "F", "F", "F", "F", "Cl", "O", "O", "O", "O", "C", "O", "C", "O", "O", "C", "H", "H", "H", "H", "H", "H", "C", "O", "C", "O", "O", "C", "H", "H", "H", "H", "H", "H", "C", "O", "C", "O", "O", "C", "H", "H", "H", "H", "H", "H", "C", "O", "C", "O", "O", "C", "H", "H", "H", "H", "H", "H", "C", "O", "C", "O", "O", "C", "H", "H", "H", "H", "H", "H", "C", "O", "C", "O", "O", "C", "H", "H", "H", "H", "H", "H", "C", "O", "C", "O", "O", "C", "H", "H", "H", "H", "H", "H", "F", "C", "C", "C", "C", "C", "C", "H", "H", "H", "H", "H", "C", "C", "C", "C", "C", "C", "H", "H", "H", "H", "H", "H", "C", "C", "C", "C", "C", "C", "H", "H", "H", "H", "H", "H", "C", "C", "C", "C", "C", "C", "H", "H", "H", "H", "H", "H"],
  "coordinates": [[-2.223, -0.575, -0.362], [-0.737, -0.292, -0.600], [-0.196, 0.542, 0.530], [1.154, 1.127, 0.252], [1.058, 2.231, -0.758], [2.168, 0.116, -0.165], [3.515, 0.703, 0.207], [3.231, 1.831, 1.228], [1.733, 1.695, 1.516], [-2.525, -1.307, -1.101], [-2.764, 0.368, -0.482], [-2.411, -0.881, 0.666], [-0.579, 0.159, -1.579], [-0.231, -1.261, -0.633], [-0.053, -0.059, 1.432], [-0.840, 1.394, 0.758], [0.391, 2.978, -0.348], [0.653, 1.737, -1.638], [2.069, 2.521, -1.017], [2.035, -0.167, -1.203], [1.929, -0.767, 0.430], [4.047, 1.094, -0.666], [4.201, -0.056, 0.580], [3.459, 2.833, 0.877], [3.784, 1.601, 2.132], [1.269, 2.658, 1.708], [1.574, 0.963, 2.304], [2.860, -3.259, -1.606], [3.197, -1.803, -2.248], [3.390, -2.842, -0.126], [1.395, -2.754, -1.110], [2.538, -4.761, -1.107], [2.253, -3.639, -3.048], [4.350, -3.749, -1.949], [0.516, 2.644, 5.036], [-0.321, 1.707, 4.312], [0.172, 3.994, 4.634], [0.314, 2.482, 6.452], [1.903, 2.392, 4.701], [4.785, 0.590, 4.299], [5.786, 0.463, 5.309], [5.411, 0.542, 6.584], [6.163, 0.325, 7.491], [4.127, 0.890, 6.678], [3.553, 1.212, 7.943], [4.302, 1.558, 4.429], [4.064, -0.220, 4.411], [5.263, 0.542, 3.325], [4.305, 1.361, 8.716], [2.909, 0.381, 8.228], [2.949, 2.105, 7.816], [-4.723, 2.423, -1.117], [-3.997, 2.756, -2.312], [-2.690, 2.937, -2.156], [-2.079, 2.900, -1.118], [-2.175, 3.236, -3.349], [-0.764, 3.447, -3.412], [-5.498, 1.716, -1.404], [-5.188, 3.319, -0.707], [-4.068, 1.992, -0.367], [-0.410, 3.984, -2.536], [-0.560, 4.036, -4.302], [-0.252, 2.496, -3.537], [6.254, -2.104, 1.495], [7.382, -2.501, 0.739], [7.369, -2.379, -0.590], [8.038, -3.058, -1.307], [6.506, -1.437, -0.985], [6.446, -0.967, -2.310], [5.329, -2.567, 1.147], [6.102, -1.021, 1.469], [6.420, -2.397, 2.529], [6.847, -1.711, -3.001], [6.948, -0.008, -2.422], [5.407, -0.879, -2.628], [-0.376, 5.686, 2.287], [0.521, 5.019, 1.376], [1.719, 5.510, 1.121], [2.428, 5.030, 0.271], [2.029, 6.565, 1.875], [3.238, 7.237, 1.518], [-1.344, 5.218, 2.184], [-0.409, 6.750, 2.047], [0.017, 5.599, 3.297], [3.174, 7.574, 0.483], [4.111, 6.607, 1.664], [3.282, 8.116, 2.155], [0.957, -0.300, -3.944], [-0.398, 0.128, -4.020], [-0.879, 0.482, -5.209], [-0.247, 0.667, -6.211], [-2.194, 0.695, -5.050], [-2.890, 0.893, -6.267], [1.097, -0.965, -3.097], [1.576, 0.583, -3.745], [1.342, -0.794, -4.833], [-3.949, 0.645, -6.173], [-2.570, 0.184, -7.030], [-2.835, 1.934, -6.578], [4.371, 4.087, -2.270], [4.319, 4.218, -3.707], [3.230, 3.723, -4.283], [2.301, 3.206, -3.715], [3.335, 3.861, -5.597], [2.247, 3.355, -6.366], [3.419, 4.331, -1.819], [5.181, 4.737, -1.955], [4.700, 3.064, -2.069], [2.578, 3.403, -7.403], [1.371, 3.994, -6.270], [2.026, 2.313, -6.143], [-4.403, -5.892, 3.565], [-5.374, -5.440, 2.631], [-5.149, -4.239, 2.126], [-4.377, -3.417, 2.560], [-5.884, -4.086, 1.029], [-5.699, -2.864, 0.322], [-4.564, -5.422, 4.541], [-3.386, -5.640, 3.270], [-4.558, -6.958, 3.690], [-6.057, -3.020, -0.690], [-4.701, -2.435, 0.359], [-6.375, -2.137, 0.788], [-4.471, -6.126, -0.367], [-3.145, -6.141, -0.631], [-2.468, -4.948, -0.786], [-1.120, -4.991, -1.127], [-0.495, -6.189, -1.394], [-1.184, -7.384, -1.195], [-2.521, -7.356, -0.820], [-2.980, -4.016, -0.588], [-0.677, -4.012, -1.272], [0.505, -6.259, -1.802], [-0.689, -8.331, -1.363], [-3.033, -8.280, -0.579], [-4.186, -2.476, -2.961], [-4.273, -1.112, -3.195], [-5.225, -0.617, -4.078], [-6.072, -1.495, -4.740], [-5.976, -2.861, -4.528], [-5.010, -3.345, -3.648], [-3.496, -2.751, -2.177], [-3.643, -0.375, -2.717], [-5.300, 0.458, -4.189], [-6.854, -1.110, -5.388], [-6.613, -3.578, -5.028], [-4.938, -4.404, -3.425], [-1.078, -2.137, 3.183], [-0.561, -3.027, 2.250], [0.804, -3.042, 1.994], [1.660, -2.184, 2.673], [1.124, -1.353, 3.653], [-0.239, -1.314, 3.924], [-2.140, -2.213, 3.403], [-1.230, -3.633, 1.652], [1.133, -3.714, 1.210], [2.715, -2.232, 2.434], [1.808, -0.733, 4.227], [-0.568, -0.650, 4.710], [-3.259, 1.990, 2.650], [-4.397, 2.754, 2.437], [-5.648, 2.162, 2.309], [-5.769, 0.802, 2.556], [-4.628, 0.028, 2.754], [-3.365, 0.610, 2.784], [-2.283, 2.458, 2.703], [-4.269, 3.824, 2.311], [-6.546, 2.756, 2.185], [-6.712, 0.267, 2.557], [-4.680, -1.053, 2.847], [-2.497, -0.034, 2.820]]
}

2.
{
  "formula": "C54H114N6O6",
  "method": "wB97M-V/def2-TZVPD",
  "total_charge": -1,
  "gap_ev": [1.2527, 8.2685],
  "e_tot_ha": -2905.32274,
  "spin_multiplicity": 2,
  "e_above_lowest_kcal_mol": 68.75,
  "e_homo_ev": [0.78, -6.13],
  "species": ["C", "C", "C", "C", "C", "C", "N", "O", "C", "C", "C", "H", "H", "H", "H", "H", "H", "H", "H", "H", "H", "H", "H", "H", "H", "H", "H", "H", "H", "H", "C", "C", "C", "C", "C", "C", "N", "O", "C", "C", "C", "H", "H", "H", "H", "H", "H", "H", "H", "H", "H", "H", "H", "H", "H", "H", "H", "H", "H", "H", "C", "C", "C", "C", "C", "C", "N", "O", "C", "C", "C", "H", "H", "H", "H", "H", "H", "H", "H", "H", "H", "H", "H", "H", "H", "H", "H", "H", "H", "H", "C", "C", "C", "C", "C", "C", "N", "O", "C", "C", "C", "H", "H", "H", "H", "H", "H", "H", "H", "H", "H", "H", "H", "H", "H", "H", "H", "H", "H", "H", "C", "C", "C", "C", "C", "C", "N", "O", "C", "C", "C", "H", "H", "H", "H", "H", "H", "H", "H", "H", "H", "H", "H", "H", "H", "H", "H", "H", "H", "H", "C", "C", "C", "C", "C", "C", "N", "O", "C", "C", "C", "H", "H", "H", "H", "H", "H", "H", "H", "H", "H", "H", "H", "H", "H", "H", "H", "H", "H", "H"],
  "coordinates": [[4.078, -8.188, 2.580], [5.246, -7.237, 2.126], [5.676, -7.585, 0.706], [4.720, -7.086, -0.290], [4.578, -5.554, -0.132], [4.115, -4.991, 1.248], [4.848, -5.751, 2.228], [4.658, -5.336, 3.560], [4.538, -3.515, 1.170], [2.636, -5.045, 1.644], [6.447, -7.493, 3.208], [3.200, -8.148, 1.935], [3.904, -8.056, 3.648], [4.276, -9.244, 2.396], [6.656, -7.140, 0.532], [5.722, -8.650, 0.479], [3.745, -7.515, -0.062], [4.753, -7.315, -1.355], [4.023, -5.023, -0.906], [5.582, -5.198, -0.363], [4.186, -2.899, 0.343], [4.339, -2.922, 2.063], [5.603, -3.493, 0.938], [2.058, -4.772, 0.761], [2.282, -6.029, 1.949], [2.449, -4.271, 2.389], [7.170, -6.681, 3.127], [7.096, -8.349, 3.396], [5.954, -7.318, 4.165], [5.272, -4.600, 3.618], [5.780, -2.089, 6.544], [5.227, -0.723, 6.014], [4.762, 0.108, 7.214], [4.308, 1.560, 6.825], [5.553, 2.183, 6.196], [6.052, 1.459, 4.889], [6.230, -0.010, 5.232], [6.994, -0.768, 4.274], [5.138, 1.784, 3.620], [7.365, 2.243, 4.671], [3.978, -1.095, 5.206], [6.388, -1.814, 7.405], [6.303, -2.726, 5.830], [4.903, -2.601, 6.940], [3.858, -0.244, 7.710], [5.580, 0.151, 7.934], [4.033, 2.299, 7.577], [3.502, 1.509, 6.093], [6.325, 2.198, 6.965], [5.353, 3.220, 5.926], [5.671, 1.387, 2.756], [4.104, 1.448, 3.700], [5.165, 2.853, 3.408], [7.855, 1.858, 3.777], [6.979, 3.228, 4.407], [7.923, 2.179, 5.605], [3.160, -1.194, 5.919], [4.080, -1.815, 4.394], [3.685, -0.285, 4.538], [7.847, -0.859, 4.704], [3.160, 2.130, 0.263], [1.988, 1.184, 0.689], [1.388, 1.761, 1.996], [0.428, 2.932, 1.755], [-0.608, 2.480, 0.694], [-0.108, 1.971, -0.642], [0.942, 0.881, -0.361], [1.423, 0.255, -1.509], [-1.245, 1.467, -1.435], [0.367, 3.246, -1.483], [2.569, -0.138, 1.068], [3.504, 1.950, -0.755], [4.029, 2.248, 0.910], [2.676, 3.097, 0.126], [0.778, 0.987, 2.463], [2.186, 2.011, 2.695], [0.944, 3.889, 1.671], [-0.186, 3.236, 2.604], [-1.423, 3.204, 0.687], [-1.033, 1.560, 1.096], [-0.911, 0.939, -2.329], [-1.646, 0.635, -0.856], [-2.005, 2.236, -1.574], [0.851, 2.984, -2.424], [-0.465, 3.836, -1.866], [1.174, 3.738, -0.940], [3.093, -0.104, 2.023], [3.150, -0.651, 0.301], [1.826, -0.906, 1.281], [0.952, -0.582, -1.502], [-2.392, -6.351, 1.197], [-2.447, -4.859, 1.674], [-1.148, -4.226, 1.158], [-0.938, -2.657, 1.304], [-2.188, -2.022, 0.625], [-3.577, -2.633, 1.112], [-3.461, -4.083, 0.879], [-4.662, -4.670, 1.010], [-3.928, -2.275, 2.605], [-4.647, -1.944, 0.162], [-2.518, -4.883, 3.185], [-2.250, -6.270, 0.119], [-3.251, -6.995, 1.389], [-1.467, -6.816, 1.536], [-0.316, -4.786, 1.585], [-1.061, -4.363, 0.080], [-0.099, -2.177, 0.801], [-0.813, -2.312, 2.331], [-2.115, -2.241, -0.441], [-2.358, -0.946, 0.637], [-4.700, -1.513, 2.712], [-4.280, -3.179, 3.100], [-3.095, -1.785, 3.111], [-5.599, -2.467, 0.068], [-4.827, -0.901, 0.421], [-4.172, -1.972, -0.818], [-3.552, -5.220, 3.257], [-2.289, -3.926, 3.655], [-1.795, -5.575, 3.618], [-4.429, -5.441, 0.488], [-5.171, 1.982, -2.498], [-5.575, 3.376, -1.931], [-6.034, 4.141, -3.214], [-6.889, 5.432, -2.728], [-8.014, 4.938, -1.760], [-7.601, 4.328, -0.495], [-6.639, 3.246, -0.861], [-6.198, 2.560, 0.315], [-7.181, 5.431, 0.510], [-8.869, 3.596, 0.196], [-4.349, 4.078, -1.285], [-4.488, 1.880, -3.341], [-5.973, 1.288, -2.750], [-4.626, 1.541, -1.664], [-5.103, 4.548, -3.607], [-6.531, 3.520, -3.959], [-7.302, 5.818, -3.660], [-6.193, 6.150, -2.295], [-8.433, 4.099, -2.314], [-8.840, 5.641, -1.868], [-7.957, 6.158, 0.754], [-6.884, 4.720, 1.280], [-6.249, 5.895, 0.187], [-8.603, 3.228, 1.186], [-9.745, 4.222, 0.366], [-9.243, 2.699, -0.298], [-4.706, 4.951, -0.739], [-3.654, 4.396, -2.061], [-3.754, 3.479, -0.595], [-6.600, 1.695, 0.422], [-0.116, 3.166, -5.775], [-1.485, 3.929, -6.119], [-0.975, 5.228, -6.844], [-0.676, 5.152, -8.382], [-1.898, 4.436, -8.995], [-2.143, 2.949, -8.495], [-2.426, 3.175, -7.009], [-2.779, 2.032, -6.399], [-3.494, 2.466, -9.167], [-0.979, 2.016, -8.990], [-2.217, 4.433, -4.835], [-0.297, 2.232, -5.242], [0.575, 3.675, -5.104], [0.317, 2.808, -6.709], [-1.731, 6.012, -6.807], [-0.096, 5.558, -6.291], [0.255, 4.594, -8.482], [-0.600, 6.175, -8.750], [-1.996, 4.411, -10.080], [-2.821, 4.999, -8.857], [-3.400, 2.315, -10.243], [-3.782, 1.583, -8.597], [-4.246, 3.190, -8.853], [-1.072, 1.718, -10.035], [-0.077, 2.553, -8.698], [-0.852, 1.128, -8.372], [-3.129, 4.959, -5.114], [-1.560, 5.134, -4.320], [-2.529, 3.713, -4.078], [-3.710, 2.197, -6.229]]
}

> Which formula does entry 1 have?

C53H83ClF7NO25P